Below is C33H26BN10O2Sc as an isolated structure, with properties calculated with ωB97M-V with the def2-TZVPD basis set.

Total charge ... 0
Electronic energy ... -75021.590 eV
HOMO-LUMO gap ... 6.74 eV
LUMO energy ... -1.2 eV
E_HOMO ... -7.893 eV

```
73
Properties=species:S:1:pos:R:3:forces:R:3:mulliken_charge:R:1
Sc -0.145162 -0.182885 0.087609 0.22 -0.61 0.59 -0.6858
O 2.891587 -5.044684 4.472208 0.03 -0.11 0.08 -0.7117
C 1.868452 -4.435071 4.805991 -0.11 0.49 -0.35 0.4391
O 1.132817 -4.459571 5.799626 0.02 -0.11 0.08 -0.7119
C 1.395272 -3.391113 3.717234 0.04 -0.36 0.22 -0.8342
C 0.229377 -2.664297 3.884257 0.02 0.19 -0.06 -1.1224
C -0.193390 -1.812772 2.876924 0.12 -0.02 0.11 0.8601
N 0.484952 -1.662864 1.729367 -0.05 -0.06 -0.18 0.5003
C 1.592879 -2.399506 1.549981 0.08 -0.04 0.19 0.7512
C 2.075408 -3.263480 2.517768 0.01 0.18 -0.07 -1.1226
C 2.168564 -2.389958 0.188650 0.03 -0.04 -0.16 0.5898
C 3.447190 -2.865581 -0.081473 -0.03 -0.02 0.02 -0.9470
C 3.826265 -3.051684 -1.398250 -0.07 0.05 -0.01 -0.5720
C 2.912659 -2.773171 -2.404978 0.04 -0.04 0.02 -1.0986
C 1.689572 -2.235800 -2.051893 -0.11 0.04 -0.14 -0.1344
N 1.327410 -2.010343 -0.788764 0.06 0.24 0.34 0.4727
C -1.509953 -1.143855 2.944605 -0.16 0.03 -0.01 0.4219
C -2.188571 -0.955923 4.144902 -0.01 -0.03 0.00 -0.8902
C -3.496004 -0.506689 4.108246 0.03 0.00 -0.09 -0.5935
C -4.087778 -0.266359 2.876070 -0.01 -0.03 0.04 -1.0421
C -3.318850 -0.418481 1.737892 -0.09 0.02 -0.18 -0.0835
N -2.050205 -0.822958 1.760323 0.43 0.10 0.13 0.5291
H -0.341105 -2.823818 4.789104 0.04 -0.04 0.01 0.6044
H 2.941212 -3.893223 2.363340 -0.02 -0.02 0.04 0.6117
H 4.119726 -3.101031 0.730333 -0.01 -0.01 0.00 0.5036
H 4.813257 -3.426341 -1.634361 0.00 -0.01 0.00 0.4555
H 3.145807 -2.948533 -3.445487 -0.01 0.01 0.00 0.4559
H 0.964604 -1.967529 -2.810240 0.00 0.05 0.03 0.4921
H -1.701177 -1.169362 5.084912 0.00 -0.02 -0.01 0.4953
H -4.050060 -0.361308 5.025938 0.00 0.00 0.00 0.4431
H -5.117724 0.050862 2.795420 0.01 0.00 -0.01 0.4672
H -3.734559 -0.205330 0.759376 0.05 0.03 -0.01 0.4251
C -3.111044 3.181396 0.337071 0.00 0.01 0.01 -1.2769
C -2.229450 2.287381 0.937245 0.04 0.05 0.02 -0.9139
N -1.723064 1.450184 0.032741 0.18 0.11 -0.22 1.5509
N -2.266218 1.789515 -1.154735 -0.21 0.12 -0.07 0.0950
C -3.100737 2.824013 -0.999415 -0.01 0.04 0.09 -0.4384
B -1.979786 0.991482 -2.444588 0.17 -0.16 0.18 -0.1686
N -2.296734 -0.499138 -2.174941 -0.24 -0.01 -0.18 -0.0895
C -3.178260 -1.287997 -2.804916 0.04 -0.08 0.01 -0.2059
C -3.109264 -2.552239 -2.249776 -0.04 -0.01 0.05 -1.2984
C -2.137955 -2.440219 -1.255123 0.02 0.00 -0.04 -0.7063
N -1.651905 -1.200893 -1.220062 -0.28 -0.01 -0.32 1.2747
N -0.486592 1.095298 -2.790831 -0.06 0.00 -0.22 -0.1516
C 0.060917 1.579465 -3.912737 0.13 0.00 0.00 -0.3285
C 1.423380 1.361682 -3.863394 0.04 0.05 0.02 -1.4655
C 1.625301 0.727620 -2.640664 0.04 0.05 -0.01 -0.7419
N 0.471551 0.559338 -1.997560 -0.18 0.23 0.10 1.5679
H -3.670261 3.973682 0.802440 0.01 -0.01 0.00 0.5043
H -1.939964 2.218738 1.974517 0.04 -0.04 -0.01 0.5381
H -3.632392 3.239963 -1.838795 0.02 -0.05 -0.03 0.4948
H -2.650765 1.401569 -3.341630 -0.03 0.05 -0.04 -0.1481
H -3.787286 -0.906375 -3.607288 0.02 0.04 0.02 0.4559
H -3.683575 -3.420768 -2.519077 0.02 0.00 0.00 0.4519
H -1.765625 -3.189651 -0.574313 0.00 0.02 0.02 0.5458
H -0.539476 2.047068 -4.674895 -0.08 -0.03 0.05 0.4855
H 2.161424 1.644730 -4.592885 0.00 -0.01 0.01 0.4715
H 2.553013 0.390435 -2.209871 -0.02 0.01 0.08 0.7077
C 1.334594 1.319787 1.100192 -0.30 -0.27 -0.34 -1.2838
C 1.671041 2.476153 0.266650 0.28 0.44 0.13 0.5952
C 0.810130 3.578549 0.103992 0.05 -0.22 0.00 -0.2169
C 1.079126 4.585143 -0.797554 0.08 0.09 -0.09 -1.0126
C 2.264166 4.574079 -1.538367 -0.10 -0.27 0.23 0.5338
C 3.194595 3.562469 -1.296187 0.00 0.12 -0.13 -0.7407
C 2.902400 2.549140 -0.410153 -0.10 -0.17 0.06 -0.4776
C 2.507464 5.565594 -2.534168 0.04 0.27 -0.21 -0.0593
N 2.681076 6.354221 -3.355127 0.01 -0.06 0.07 -0.5564
H 0.800662 1.613080 2.011599 -0.01 -0.05 0.04 0.4627
H 2.236042 0.763639 1.373020 -0.04 -0.04 0.12 0.6199
H -0.087331 3.637671 0.701621 -0.10 -0.03 -0.05 0.5243
H 0.376550 5.398104 -0.933005 0.00 -0.01 0.01 0.4728
H 4.142770 3.584357 -1.818736 0.00 -0.04 0.01 0.4895
H 3.639006 1.774392 -0.224924 0.01 -0.01 -0.04 0.4703
```
Forces are in eV/Å.



Below is a 3-piece molecular cluster, C33H26BO9P overall, with properties calculated with ωB97M-V with the def2-TZVPD basis set.

SMILES string ... CP(C)[C@H]1OC(=O)O[C@@H]1B(O)O.O=C1c2ccccc2C(=O)c2ccccc21.O=C1c2ccccc2C(=O)c2ccccc21
Total charge ... 0
Electronic energy ... -63039.450 eV
HOMO-LUMO gap ... 7.95 eV
LUMO energy ... -1.1 eV
E_HOMO ... -9.096 eV
Relative energy (zero: lowest compared OMol25 entry of this formula, charge and spin) ... 0.0 kcal/mol

```
70
Properties=species:S:1:pos:R:3:forces:R:3:mulliken_charge:R:1
C 5.067523 1.109730 5.668713 0.08 -0.02 -0.02 -1.1150
P 4.012227 2.500649 6.227742 -0.05 0.11 0.24 0.0189
C 4.187607 3.633637 4.775868 0.06 -0.02 -0.04 -0.9398
C 2.351046 1.739328 5.862093 0.10 0.50 -0.28 0.3544
O 1.992022 0.884849 6.944591 -0.23 -0.20 -0.08 -0.3964
C 0.958792 1.417495 7.650922 0.18 0.10 -0.09 0.5356
O 0.449476 0.899091 8.586729 0.06 0.10 0.03 -0.5234
O 0.622774 2.626283 7.139416 -0.16 -0.26 0.01 -0.4267
C 1.174272 2.746151 5.813680 0.10 -0.23 0.07 -0.2871
B 0.098841 2.316697 4.719796 0.09 0.04 -0.17 0.7368
O -0.104447 3.098598 3.589006 -0.11 -0.13 0.32 -0.5556
O -0.493913 1.110229 4.881560 -0.09 0.23 0.23 -0.5741
H 5.006011 0.287984 6.381586 0.00 -0.01 -0.02 0.3485
H 4.794945 0.751988 4.672276 -0.03 -0.01 0.03 0.2942
H 6.100100 1.458901 5.637787 0.03 -0.05 0.03 0.3858
H 4.837634 3.207826 4.010625 -0.05 -0.03 -0.04 0.3004
H 3.231202 3.885295 4.315583 -0.01 0.00 0.00 0.2420
H 4.642545 4.558994 5.124121 -0.02 0.06 -0.07 0.3757
H 2.405290 1.150748 4.940572 -0.05 -0.17 0.13 0.2877
H 1.488555 3.779891 5.676923 0.10 -0.01 0.11 0.3561
H -0.843868 3.707268 3.641623 -0.05 0.17 -0.19 0.2790
H -1.216924 0.960550 4.265323 0.03 -0.17 -0.19 0.3156
O 3.026553 0.579090 -3.397709 0.00 -0.02 0.00 -0.6816
C 2.136861 1.065473 -2.731705 0.00 -0.02 -0.01 0.6240
C 2.310343 1.301830 -1.269269 -0.02 0.01 -0.02 0.2931
C 3.529500 0.991576 -0.678179 0.04 0.00 0.05 -0.7814
C 3.720287 1.223356 0.673567 -0.01 0.00 -0.01 -0.7659
C 2.693580 1.765889 1.438687 -0.01 -0.01 0.00 0.1324
C 1.472253 2.066167 0.859219 0.05 0.01 0.06 -1.1076
C 1.276546 1.832894 -0.496379 -0.01 -0.02 -0.02 0.1363
C -0.053489 2.146503 -1.095447 -0.01 -0.02 -0.01 0.5416
O -0.966704 2.559625 -0.413069 0.00 0.01 0.00 -0.6730
C -0.218165 1.931069 -2.561808 0.02 -0.01 0.03 0.2383
C -1.440636 2.229774 -3.151307 -0.04 -0.01 -0.05 -0.6629
C -1.615725 2.045663 -4.511891 0.00 0.00 0.01 -0.5012
C -0.568192 1.568858 -5.291711 0.01 -0.01 0.01 -0.4735
C 0.651079 1.264978 -4.709818 -0.07 -0.04 -0.09 -0.5650
C 0.829555 1.437941 -3.342400 0.00 -0.01 0.05 0.3000
H 4.317157 0.574611 -1.290753 -0.02 0.01 -0.03 0.4980
H 4.671647 0.984982 1.131743 0.00 0.00 0.00 0.4066
H 2.849370 1.958030 2.493656 0.00 0.00 -0.01 0.5245
H 0.669598 2.485209 1.449033 -0.03 -0.01 -0.03 0.7100
H -2.244299 2.599987 -2.529758 0.02 0.00 0.03 0.4831
H -2.570630 2.269683 -4.968136 0.00 -0.01 0.00 0.4264
H -0.707957 1.426114 -6.355049 -0.01 0.00 0.00 0.4106
H 1.468363 0.882011 -5.305856 0.04 0.00 0.05 0.4601
O -3.064144 -1.506607 -4.746519 0.00 0.01 0.00 -0.6643
C -3.111611 -2.462851 -4.001951 0.00 0.00 0.01 0.5234
C -4.370060 -3.244218 -3.826493 0.03 -0.01 0.00 0.1875
C -5.496090 -2.877717 -4.553866 -0.06 -0.01 -0.02 -0.5267
C -6.668081 -3.603158 -4.425528 0.01 0.01 0.00 -0.4998
C -6.721367 -4.698615 -3.570457 0.01 0.00 0.01 -0.4662
C -5.605589 -5.062702 -2.836296 -0.07 0.00 -0.01 -0.5783
C -4.427371 -4.336180 -2.958772 0.03 0.01 0.01 0.1823
C -3.243547 -4.741036 -2.145197 0.00 0.00 0.00 0.5801
O -3.308195 -5.660395 -1.358223 0.00 -0.01 0.00 -0.6579
C -1.978633 -3.975284 -2.339111 -0.03 0.00 -0.01 0.3298
C -0.849016 -4.347177 -1.619706 0.06 0.01 0.01 -0.5782
C 0.341114 -3.661329 -1.796461 -0.01 0.00 0.00 -0.7002
C 0.409802 -2.601207 -2.694288 -0.02 0.00 0.02 -0.3855
C -0.715585 -2.224247 -3.407706 0.15 0.12 -0.02 -0.6207
C -1.913349 -2.904259 -3.231851 -0.04 0.00 0.00 0.1570
H -5.435755 -2.025393 -5.216624 0.04 0.00 0.00 0.4713
H -7.543453 -3.317643 -4.994071 0.00 0.00 0.00 0.3992
H -7.636798 -5.268038 -3.477100 0.00 0.01 0.00 0.4006
H -5.630681 -5.908345 -2.162790 0.03 0.01 0.01 0.4739
H -0.919387 -5.175567 -0.928150 -0.03 -0.01 -0.01 0.4873
H 1.219630 -3.953596 -1.236134 0.00 0.00 0.00 0.4181
H 1.342269 -2.069013 -2.837995 0.00 0.00 -0.01 0.5312
H -0.672710 -1.398920 -4.106908 -0.07 0.01 0.00 0.5504
```
Forces are in eV/Å.



The lowest HOMO-LUMO gap belongs to which entry?
C33H26BN10O2Sc